[1]
The following is a quantum chemistry calculation of a structure of composition C24H32N3O10P2W, from the Open Molecules 2025 dataset.

Last column: Mulliken charge in e.
Positions of all 72 atoms, in Å:
W 0.5928 -0.0507 0.0035  3.80
C 1.2068 0.2640 -3.1063  -1.28
N 0.1216 0.7254 -2.1911  -0.32
C -1.1190 0.1142 -2.7773  -1.08
C -2.4658 0.5613 -2.2224  -1.05
C -2.5759 0.4667 -0.6985  -1.03
N -1.5972 -0.5219 -0.2382  0.10
C -2.0868 -1.7178 -0.1477  -0.62
C -1.3642 -2.9450 -0.2100  0.78
C -1.9972 -4.1720 0.0577  -0.78
C -1.3439 -5.3534 -0.1818  -0.87
C -0.0564 -5.3204 -0.7412  -0.63
C 0.5705 -4.1326 -1.0388  -0.85
C -0.0707 -2.9195 -0.7503  0.26
O 0.5254 -1.7765 -1.0368  -0.74
C 0.0119 2.2205 -2.3160  -1.14
C -0.7252 3.0269 -1.2327  -0.91
C -0.3556 2.9270 0.2538  -1.25
N -0.4566 1.5911 0.8588  -0.24
C -1.0334 1.4703 2.0004  0.24
C -1.1384 0.3030 2.8489  0.49
C -1.8548 0.5340 4.0427  -1.12
C -2.0171 -0.4294 5.0065  -1.05
C -1.4448 -1.6837 4.7935  -0.70
C -0.7394 -1.9500 3.6405  -0.75
C -0.5670 -0.9822 2.6428  0.48
O 0.1104 -1.3653 1.5667  1.34
H 0.9869 0.5778 -4.1298  0.58
H 1.2642 -0.8195 -3.0523  0.23
H 2.1675 0.6750 -2.8131  0.36
H -1.0071 -0.9623 -2.6741  0.46
H -1.1057 0.3424 -3.8469  0.64
H -3.1920 -0.1179 -2.6755  0.54
H -2.7323 1.5601 -2.5694  0.34
H -3.5813 0.1540 -0.4107  0.85
H -2.3971 1.4187 -0.2224  0.09
H -3.1744 -1.8040 -0.1241  0.53
H -3.0057 -4.1690 0.4550  0.49
H -1.8190 -6.2991 0.0359  0.44
H 0.4559 -6.2516 -0.9470  0.46
H 1.5632 -4.1054 -1.4682  0.58
H -0.4892 2.4269 -3.2671  0.54
H 1.0182 2.6139 -2.4321  0.78
H -1.8004 2.9186 -1.3469  0.28
H -0.5246 4.0694 -1.4963  0.63
H -1.0066 3.6205 0.7943  0.76
H 0.6668 3.2776 0.4140  0.27
H -1.5106 2.3611 2.4133  0.33
H -2.2821 1.5177 4.1982  0.45
H -2.5689 -0.2176 5.9107  0.43
H -1.5542 -2.4610 5.5389  0.49
H -0.3028 -2.9263 3.4700  0.60
C 4.1214 -1.4941 3.4840  -1.52
C 4.0543 -0.7053 2.1789  1.01
O 5.3697 -0.3510 1.7852  -0.58
P 3.3198 -1.7176 0.8387  0.62
O 2.2910 -2.7013 1.4800  -0.73
O 4.4473 -2.6212 0.2171  -0.53
O 2.7656 -0.8413 -0.2578  -0.81
P 3.0578 0.8531 2.3055  1.07
O 2.6676 1.0399 3.8411  -0.56
O 3.8747 1.9531 1.7579  -0.97
O 1.6895 0.5735 1.6528  -0.50
H 4.6792 -2.4216 3.3421  0.38
H 3.1304 -1.7368 3.8632  0.24
H 4.6490 -0.8969 4.2257  0.40
H 5.3503 0.5759 1.4905  0.44
H 1.3832 -2.2992 1.6595  0.20
H 4.8750 -3.2430 0.8197  0.40
H 3.2306 1.6988 4.2687  0.39
O 2.7797 2.2338 -0.9019  -0.23
C 2.0332 1.4523 -0.5953  -0.92

Forces on the atoms, in the same order (eV/Å):
W 0.411 -0.878 0.145
C -0.020 0.011 0.029
N -0.204 0.158 -0.111
C 0.018 0.003 0.023
C -0.016 -0.040 -0.029
C -0.027 -0.041 0.023
N -0.097 0.036 -0.080
C 0.026 -0.072 -0.015
C -0.065 0.093 0.021
C -0.009 -0.011 0.006
C 0.033 0.017 -0.013
C -0.032 -0.035 0.015
C -0.008 0.062 0.013
C 0.066 -0.073 -0.001
O -0.035 0.303 -0.011
C 0.021 -0.015 0.024
C 0.001 0.010 -0.025
C -0.005 0.011 0.032
N -0.135 0.229 0.095
C 0.027 -0.094 0.017
C 0.035 0.065 -0.107
C -0.020 -0.015 0.053
C 0.013 0.005 -0.036
C -0.004 -0.009 0.013
C -0.025 0.018 0.003
C -0.082 -0.046 0.044
O 0.229 0.341 -0.231
H 0.006 -0.001 -0.003
H 0.000 0.001 0.000
H 0.006 0.003 -0.008
H 0.009 -0.005 0.006
H -0.004 -0.005 -0.004
H -0.012 0.024 -0.012
H 0.010 -0.005 0.003
H 0.008 -0.018 0.004
H -0.014 -0.001 -0.023
H 0.004 -0.004 -0.001
H 0.000 0.002 -0.001
H 0.006 -0.004 -0.002
H -0.004 -0.002 0.002
H 0.000 0.000 -0.001
H 0.015 0.014 -0.012
H -0.009 -0.018 0.022
H 0.008 -0.021 0.017
H -0.026 -0.002 -0.019
H 0.013 0.001 0.014
H 0.012 -0.002 0.000
H 0.018 0.008 0.003
H 0.003 0.001 0.001
H -0.001 -0.001 0.001
H 0.001 0.001 -0.001
H -0.002 -0.006 0.003
C -0.008 0.030 0.008
C 0.012 -0.063 0.064
O -0.010 -0.012 -0.062
P 0.070 0.143 -0.118
O -0.018 -0.061 0.050
O -0.085 -0.016 0.028
O -0.095 -0.233 0.261
P -0.049 0.047 -0.050
O 0.012 0.021 0.002
O 0.004 -0.022 0.016
O 0.065 0.088 0.123
H 0.008 0.004 -0.003
H 0.000 -0.004 -0.002
H -0.004 -0.003 0.006
H 0.004 0.003 0.022
H 0.005 0.010 -0.096
H 0.042 0.042 -0.012
H -0.009 -0.016 0.004
O 0.188 -0.157 0.080
C -0.278 0.206 -0.204

net charge	+1
strongest force on any atom	1.0	eV/Å
Kohn-Sham gap (alpha / beta)	7.10 / 7.10	eV
E_LUMO (alpha / beta)	-0.1225 / -0.1225	Ha
energy relative to the best compared isomer or geometry (same formula, charge and spin)	0.0	kcal per mole

[2]
The following is a quantum chemistry calculation of an isolated molecule of C18H24N4O4S2 in a non-equilibrium geometry, from the Open Molecules 2025 dataset.

Last column: Mulliken charge in e.
Positions of all 52 atoms, in Å:
C -4.4377 -3.3221 -1.2028  -1.35
H -5.0349 -2.4906 -1.5690  0.32
C -3.0144 -2.8665 -0.9104  -0.27
N -3.0001 -1.8773 0.1508  0.16
S -1.6254 -1.8222 1.0436  1.29
O -1.7546 -0.8843 2.1123  -0.65
O -1.1981 -3.1538 1.3458  -0.66
C -0.3758 -1.1586 -0.0663  -0.03
N -0.5608 -0.8396 -1.2943  0.47
N 0.5242 -0.4150 -1.9160  -1.11
C 1.5885 -0.4084 -1.1683  0.50
N 2.7746 -0.0022 -1.6857  -0.03
C 4.0972 0.0146 -1.2451  0.13
O 4.9333 0.3399 -2.0501  -0.62
C 4.3494 -0.3579 0.1927  0.45
C 5.7980 -0.8073 0.4249  -1.35
C 6.7977 0.3422 0.3298  -0.61
C 6.4145 1.4717 1.2783  -0.71
C 5.0095 1.9653 0.9520  -0.72
C 4.0011 0.8311 1.1062  -0.70
H 2.9952 1.1938 0.8856  0.46
H 4.0092 0.4788 2.1395  0.45
H 4.9891 2.3405 -0.0731  0.34
H 4.7333 2.7855 1.6176  0.35
H 7.1280 2.2920 1.1857  0.34
H 6.4443 1.1145 2.3108  0.30
H 6.8167 0.7173 -0.6928  0.32
H 7.7943 -0.0308 0.5731  0.36
H 6.0567 -1.5772 -0.3042  0.40
H 5.8540 -1.2517 1.4214  0.41
H 3.6889 -1.1959 0.4408  0.40
H 2.6890 0.2785 -2.6609  0.29
S 1.2622 -0.9617 0.4786  -0.15
C -3.6786 -0.6466 -0.0186  -0.80
C -4.3444 -0.1119 1.0741  -0.55
C -5.0233 1.0899 0.9710  -0.51
C -5.0546 1.7701 -0.2419  0.91
C -4.3795 1.2303 -1.3385  -0.86
C -3.6922 0.0410 -1.2287  0.24
H -3.1589 -0.3476 -2.0811  0.36
H -4.4028 1.7715 -2.2710  0.43
O -5.7017 2.9463 -0.4628  -0.45
C -6.4053 3.5382 0.6031  -0.85
H -5.7392 3.7901 1.4343  0.34
H -7.2086 2.8882 0.9643  0.34
H -6.8370 4.4522 0.1983  0.24
H -5.5257 1.4795 1.8417  0.40
H -4.3150 -0.6388 2.0136  0.46
H -2.4191 -3.7000 -0.5340  0.46
H -2.5388 -2.4804 -1.8196  0.31
H -4.4231 -4.1051 -1.9560  0.42
H -4.8991 -3.7094 -0.2987  0.33

Forces on the atoms, in the same order (eV/Å):
C 0.244 0.129 0.116
H -0.113 0.014 -0.060
C -0.155 -0.690 -0.523
N 1.049 0.036 0.673
S 0.284 -0.038 -0.050
O -0.118 0.135 -0.153
O -0.082 -0.059 -0.202
C 0.184 -0.133 0.542
N -1.444 -0.463 0.530
N 1.121 0.511 -0.921
C -0.542 -0.548 1.300
N 0.218 0.361 -0.689
C -0.332 -0.232 0.133
O 0.268 0.058 -0.084
C 0.191 -0.107 0.210
C -0.003 0.069 -0.320
C 0.072 -0.031 0.206
C 0.018 0.092 -0.290
C 0.026 -0.072 0.283
C -0.041 0.161 -0.194
H -0.038 0.010 0.098
H -0.067 -0.029 0.048
H -0.018 0.100 -0.042
H -0.044 0.038 -0.073
H 0.031 0.007 0.084
H 0.029 0.025 0.098
H 0.080 -0.016 0.021
H 0.026 -0.012 -0.042
H -0.010 -0.078 0.067
H -0.028 -0.060 0.018
H 0.123 0.020 -0.064
H 0.043 -0.047 0.186
S -0.067 0.239 -0.777
C -0.558 0.772 0.178
C -0.014 -0.060 -0.287
C -0.155 0.279 0.007
C 0.109 -0.133 -0.059
C -0.141 0.133 0.076
C -0.039 -0.063 0.099
H 0.078 -0.044 -0.082
H 0.001 0.054 -0.116
O 0.197 -0.208 -0.201
C -0.109 0.092 0.162
H -0.024 -0.022 -0.023
H 0.040 0.017 -0.003
H 0.012 -0.058 0.081
H -0.058 0.061 0.063
H -0.044 -0.050 0.087
H -0.081 0.000 -0.243
H -0.014 -0.045 0.142
H -0.023 -0.051 -0.083
H -0.083 -0.062 0.077

net charge	0
strongest force on any atom	1.6	eV/Å
Kohn-Sham gap	8.66	eV
E_LUMO	0.0082	Ha
structure (SMILES)	CCN(c1ccc(OC)cc1)S(=O)(=O)c1nnc(NC(=O)C2CCCCC2)s1
energy relative to the best compared isomer or geometry (same formula, charge and spin)	20.6	kcal per mole

[3]
The following is a quantum chemistry calculation of the ion C4H5N4S with charge +1 in a non-equilibrium geometry, from the Open Molecules 2025 dataset.

Last column: Mulliken charge in e.
Positions of all 14 atoms, in Å:
C -0.5062 1.6944 0.2398  0.08
C 1.3576 0.7516 -0.0913  0.41
C 2.2920 -1.5321 -0.1693  0.02
C -2.0956 -0.3130 0.0460  -0.70
N 0.8185 1.9199 0.1688  -0.50
N 1.0388 -1.7795 -0.2997  -0.31
N 0.4309 -0.1732 -0.2316  0.13
N -0.8009 0.4138 -0.0138  0.12
S 2.9234 0.1107 -0.0999  -0.01
H -1.2266 2.4605 0.3852  0.41
H 3.0913 -2.2917 -0.2775  0.42
H -1.9081 -1.1121 0.7422  0.34
H -2.7669 0.4672 0.5960  0.30
H -2.6481 -0.6165 -0.9948  0.28

Forces on the atoms, in the same order (eV/Å):
C 1.760 -0.542 -0.865
C -1.036 -0.475 0.193
C 0.171 0.934 -0.850
C -1.914 1.718 -0.624
N -0.801 1.307 0.427
N -0.867 2.952 0.515
N -0.060 -3.518 -0.193
N 0.589 -0.777 -0.512
S 1.128 -0.474 0.155
H -0.580 0.317 0.217
H -0.976 0.034 0.239
H -0.359 -0.649 -0.133
H 0.958 -1.583 -1.102
H 1.988 0.756 2.533

net charge	+1
strongest force on any atom	3.5	eV/Å
Kohn-Sham gap	10.03	eV
E_LUMO	-0.1701	Ha
energy relative to the best compared isomer or geometry (same formula, charge and spin)	47.3	kcal per mole

[4]
The following is a quantum chemistry calculation of a cluster of 2 separate species, C3H10S in total in a non-equilibrium geometry, from the Open Molecules 2025 dataset.

Last column: Mulliken charge in e.
Positions of all 14 atoms, in Å:
S -2.2413 2.2150 0.6948  -0.25
H -1.9600 0.9660 0.3494  0.06
H -2.4923 2.5775 -0.5693  0.15
C 1.6692 0.1855 0.0724  -1.04
C 0.4656 -0.4468 -0.6588  -0.05
C -0.3935 -1.2591 0.2924  -1.38
H 1.5249 0.2318 1.1595  0.30
H 2.5804 -0.3607 -0.1510  0.30
H 1.8415 1.2228 -0.2068  0.30
H -0.1250 0.3036 -1.1777  0.27
H 0.9113 -1.0445 -1.4574  0.27
H -1.2774 -1.7450 -0.1513  0.32
H -0.6491 -0.6858 1.1772  0.38
H 0.1456 -2.1604 0.6266  0.36

Forces on the atoms, in the same order (eV/Å):
S -0.075 0.353 0.113
H 0.048 -0.309 -0.117
H 0.006 -0.019 -0.004
C -0.287 0.419 0.236
C 0.604 0.168 -0.041
C 0.134 -1.474 -0.290
H 0.014 -0.269 -0.174
H 0.125 -0.100 0.195
H -0.014 0.055 -0.288
H -0.119 0.241 0.122
H -0.419 -0.303 0.010
H -0.029 0.738 -0.055
H -0.228 0.050 0.089
H 0.240 0.449 0.203

net charge	0
strongest force on any atom	1.5	eV/Å
Kohn-Sham gap	10.73	eV
E_LUMO	0.0351	Ha
structure (SMILES)	CCC.S
energy relative to the best compared isomer or geometry (same formula, charge and spin)	5.1	kcal per mole

[5]
The following is a quantum chemistry calculation of a structure of composition C19H19CaF2N in a non-equilibrium geometry, from the Open Molecules 2025 dataset.

Last column: Mulliken charge in e.
Positions of all 42 atoms, in Å:
C -2.3518 2.0290 -0.2332  -1.51
C -2.0770 -1.0041 -1.8209  -0.41
C -1.1887 2.1495 -1.1367  0.73
H -3.0939 2.8703 -0.3224  0.44
C -0.9708 -0.6928 -2.4931  -0.18
H -2.1553 -1.9913 -1.3279  0.31
H -0.4098 2.8505 -0.8006  0.04
H -0.1482 -1.4293 -2.5355  0.30
C -1.2582 1.9301 -2.5753  -1.79
H -0.6501 2.7248 -3.0407  0.43
H -2.2768 2.0545 -2.9601  0.44
C -3.2024 0.7221 -0.2429  -0.50
H -4.2298 1.0335 -0.0164  0.34
H -2.9638 0.0770 0.6335  0.37
C -3.2570 -0.1010 -1.5384  -0.72
H -3.4720 0.5749 -2.3713  0.34
H -4.1390 -0.7597 -1.4339  0.50
C -0.6879 0.6056 -3.1899  -0.76
H -1.0607 0.5902 -4.2283  0.36
H 0.4039 0.6913 -3.2707  0.32
Ca -0.6197 0.2465 0.9833  1.49
H -1.9527 2.1296 0.8241  0.30
F 0.6224 -5.4056 0.5241  -0.32
C 1.0268 -4.1265 0.8219  0.64
C 0.3614 -3.0512 0.2024  -0.66
C 0.7622 -1.7990 0.5864  0.11
C 1.8351 -1.4995 1.4245  0.02
C 2.4448 -2.6583 1.9961  0.46
F 3.4902 -2.4999 2.8809  -0.36
C 2.0697 -3.9625 1.7308  -1.07
C 2.2309 -0.0812 1.7225  0.41
C 3.2091 0.3119 2.6316  -0.64
C 3.4656 1.6666 2.8323  -0.35
C 2.7463 2.6336 2.1348  -0.78
C 1.7667 2.2134 1.2442  0.12
N 1.5316 0.8884 1.0545  -0.79
H -0.4326 -3.2493 -0.5145  0.34
H 2.5644 -4.8066 2.2041  0.45
H 3.7563 -0.4551 3.1726  0.48
H 4.2252 1.9714 3.5369  0.44
H 2.9128 3.7001 2.2512  0.40
H 1.1724 2.9084 0.6599  0.23

Forces on the atoms, in the same order (eV/Å):
C -0.350 0.648 0.493
C 0.063 -0.121 0.728
C 1.704 -1.360 2.259
H 0.110 -0.325 0.229
C 0.171 -0.187 -0.092
H 0.169 0.446 -0.342
H -0.599 0.066 -0.139
H -0.608 0.274 0.048
C 0.364 0.043 -1.083
H -0.304 -0.182 -0.203
H -0.067 0.146 -0.128
C -0.300 0.291 0.148
H 0.104 -0.142 0.056
H -0.065 -0.225 -0.326
C -0.490 -0.446 -0.038
H 0.062 -0.146 0.125
H 0.242 0.262 -0.163
C 0.036 0.371 -0.164
H 0.146 -0.320 0.145
H -0.163 0.073 0.070
Ca -0.422 -0.123 -2.290
H -0.599 0.463 -0.353
F 0.416 0.736 0.315
C -0.666 -0.237 -0.839
C 1.100 -1.715 1.125
C -1.268 2.614 -0.548
C 0.544 -1.889 0.817
C 0.514 1.188 0.146
F -0.365 -0.320 -0.309
C -0.300 0.246 -0.216
C -0.543 0.543 -0.445
C 0.430 0.060 0.273
C -0.259 -0.209 -0.236
C -0.248 0.156 -0.312
C 0.739 -1.491 0.484
N 0.682 0.529 0.584
H 0.029 0.032 0.215
H -0.096 0.236 -0.140
H -0.068 0.382 -0.096
H 0.067 -0.026 0.061
H 0.137 -0.196 0.130
H -0.049 -0.144 0.006

net charge	0
strongest force on any atom	3.1	eV/Å
Kohn-Sham gap	4.63	eV
E_LUMO	-0.0275	Ha
energy relative to the best compared isomer or geometry (same formula, charge and spin)	0.0	kcal per mole

[6]
The following is a quantum chemistry calculation of a cluster of 3 separate species, CH9NO2 in total in a non-equilibrium geometry, from the Open Molecules 2025 dataset.

Last column: Mulliken charge in e.
Positions of all 13 atoms, in Å:
H 0.4155 -0.1512 -0.8683  0.52
O 0.8182 0.7537 -1.3793  -0.87
N -0.0250 -1.3808 -0.3690  -0.56
H 1.6613 0.5073 -1.8054  0.27
H 0.7229 -2.0434 -0.2828  0.27
H -0.6439 -1.6931 -1.1098  0.28
C -0.8387 -1.3169 0.8744  -0.87
H -1.7320 -0.7286 0.6879  0.29
H -1.0638 -2.3227 1.2142  0.32
H -0.2915 -0.7329 1.6073  0.37
O -0.0175 1.8535 1.0336  -0.67
H 0.3328 1.6517 0.1434  0.37
H -0.9570 1.7450 0.8899  0.29

Forces on the atoms, in the same order (eV/Å):
H 1.271 1.493 -1.141
O -0.067 -0.898 0.241
N -1.537 -0.280 0.450
H -0.686 0.224 0.439
H 0.321 -0.271 0.065
H 0.251 -0.194 -0.147
C 0.705 0.245 -0.280
H -0.219 -0.262 -0.185
H -0.281 0.064 0.316
H 0.166 -0.239 0.222
O 0.018 -0.133 -0.208
H 0.435 0.079 0.031
H -0.377 0.172 0.197

net charge	0
strongest force on any atom	2.3	eV/Å
Kohn-Sham gap	10.70	eV
E_LUMO	0.0234	Ha
structure (SMILES)	CN.O.O
energy relative to the best compared isomer or geometry (same formula, charge and spin)	2.6	kcal per mole

Please write out number 4 again, unchanged.
The following is a quantum chemistry calculation of a cluster of 2 separate species, C3H10S in total in a non-equilibrium geometry, from the Open Molecules 2025 dataset.

Last column: Mulliken charge in e.
Positions of all 14 atoms, in Å:
S -2.2413 2.2150 0.6948  -0.25
H -1.9600 0.9660 0.3494  0.06
H -2.4923 2.5775 -0.5693  0.15
C 1.6692 0.1855 0.0724  -1.04
C 0.4656 -0.4468 -0.6588  -0.05
C -0.3935 -1.2591 0.2924  -1.38
H 1.5249 0.2318 1.1595  0.30
H 2.5804 -0.3607 -0.1510  0.30
H 1.8415 1.2228 -0.2068  0.30
H -0.1250 0.3036 -1.1777  0.27
H 0.9113 -1.0445 -1.4574  0.27
H -1.2774 -1.7450 -0.1513  0.32
H -0.6491 -0.6858 1.1772  0.38
H 0.1456 -2.1604 0.6266  0.36

Forces on the atoms, in the same order (eV/Å):
S -0.075 0.353 0.113
H 0.048 -0.309 -0.117
H 0.006 -0.019 -0.004
C -0.287 0.419 0.236
C 0.604 0.168 -0.041
C 0.134 -1.474 -0.290
H 0.014 -0.269 -0.174
H 0.125 -0.100 0.195
H -0.014 0.055 -0.288
H -0.119 0.241 0.122
H -0.419 -0.303 0.010
H -0.029 0.738 -0.055
H -0.228 0.050 0.089
H 0.240 0.449 0.203

net charge	0
strongest force on any atom	1.5	eV/Å
Kohn-Sham gap	10.73	eV
E_LUMO	0.0351	Ha
structure (SMILES)	CCC.S
energy relative to the best compared isomer or geometry (same formula, charge and spin)	5.1	kcal per mole